#A
Density functional theory data (wB97M-V/def2-TZVPD) for 13 unconnected molecules or ions with the total composition C52H143N13O13.

CARTESIAN COORDINATES (ANGSTROEM)
C  8.41  -0.27  5.58
C  6.99  0.11  6.01
C  5.98  -0.30  4.93
O  6.09  0.43  3.72
C  5.42  -0.10  2.55
N  6.78  -0.58  7.25
H  8.62  0.11  4.58
H  8.47  -1.36  5.68
H  9.12  0.30  6.19
H  6.97  1.19  6.18
H  4.96  0.01  5.20
H  6.07  -1.37  4.75
H  4.36  -0.11  2.80
H  5.84  -1.03  2.17
H  5.58  0.64  1.77
H  5.77  -0.60  7.31
H  7.06  -1.54  7.17
C  1.65  3.25  5.73
C  1.76  1.86  5.00
C  0.89  0.67  5.60
O  1.40  0.50  6.95
C  0.45  -0.13  7.79
N  1.53  2.14  3.60
H  0.62  3.46  6.01
H  1.97  4.09  5.11
H  2.23  3.13  6.65
H  2.81  1.58  5.01
H  1.13  -0.20  4.99
H  -0.18  0.88  5.51
H  0.97  -0.34  8.73
H  0.08  -1.06  7.36
H  -0.36  0.58  7.91
H  1.26  3.10  3.47
H  0.79  1.62  3.16
C  -2.43  3.33  1.39
C  -2.62  4.80  1.30
C  -4.10  5.18  0.95
O  -4.27  4.79  -0.40
C  -5.58  4.89  -0.86
N  -2.20  5.36  2.61
H  -2.82  2.81  2.27
H  -1.36  3.17  1.25
H  -2.94  2.77  0.61
H  -1.97  5.27  0.57
H  -4.17  6.26  1.07
H  -4.88  4.86  1.65
H  -5.94  5.92  -0.91
H  -6.35  4.27  -0.40
H  -5.52  4.63  -1.91
H  -2.78  4.90  3.31
H  -2.50  6.30  2.82
C  1.19  -2.21  -3.31
C  0.25  -2.35  -4.54
C  0.59  -1.52  -5.79
O  0.40  -0.13  -5.57
C  0.47  0.74  -6.70
N  0.11  -3.82  -4.79
H  1.06  -1.20  -2.91
H  2.24  -2.45  -3.50
H  0.78  -2.89  -2.56
H  -0.72  -1.96  -4.21
H  -0.09  -1.80  -6.60
H  1.54  -1.77  -6.25
H  1.46  0.68  -7.15
H  0.17  1.75  -6.45
H  -0.15  0.35  -7.51
H  -0.37  -4.29  -4.04
H  -0.34  -3.87  -5.70
C  -4.44  -0.19  -4.62
C  -3.28  -1.14  -4.77
C  -3.12  -2.02  -3.48
O  -4.38  -2.31  -2.78
C  -4.26  -3.26  -1.71
N  -3.68  -1.96  -5.92
H  -4.33  0.30  -3.65
H  -5.37  -0.75  -4.57
H  -4.64  0.53  -5.41
H  -2.35  -0.61  -5.00
H  -2.40  -1.54  -2.82
H  -2.70  -3.00  -3.70
H  -3.59  -3.02  -0.89
H  -4.07  -4.28  -2.04
H  -5.23  -3.36  -1.24
H  -4.09  -1.41  -6.65
H  -4.48  -2.50  -5.62
C  3.52  3.89  1.34
C  2.77  3.70  0.01
C  3.41  2.61  -0.89
O  2.55  2.35  -2.02
C  2.70  3.30  -3.06
N  1.38  3.44  0.30
H  4.58  4.13  1.28
H  3.50  3.04  2.02
H  2.96  4.66  1.87
H  2.84  4.61  -0.59
H  3.41  1.68  -0.33
H  4.39  2.82  -1.30
H  3.68  3.76  -3.13
H  2.08  4.15  -2.75
H  2.40  2.89  -4.03
H  1.00  3.09  -0.57
H  1.35  2.60  0.86
C  -0.11  -7.17  -2.52
C  -0.05  -5.86  -1.60
C  -0.67  -6.04  -0.20
O  -0.41  -4.86  0.59
C  -0.98  -4.85  1.92
N  1.42  -5.59  -1.44
H  0.33  -7.05  -3.51
H  -1.09  -7.65  -2.58
H  0.44  -8.02  -2.12
H  -0.53  -4.97  -2.00
H  -0.26  -6.90  0.33
H  -1.75  -6.08  -0.31
H  -0.68  -5.75  2.45
H  -2.06  -4.74  1.78
H  -0.67  -3.92  2.41
H  1.49  -4.90  -0.70
H  1.81  -6.45  -1.09
C  5.33  -1.44  -4.04
C  5.52  0.07  -4.03
C  4.75  0.75  -5.21
O  4.87  2.23  -5.15
C  4.63  2.90  -6.37
N  5.11  0.64  -2.72
H  5.64  -2.05  -4.89
H  4.28  -1.63  -3.83
H  5.90  -1.93  -3.25
H  6.57  0.27  -4.19
H  3.70  0.48  -5.14
H  5.15  0.37  -6.15
H  3.63  2.65  -6.72
H  5.37  2.77  -7.16
H  4.66  3.98  -6.29
H  4.88  1.58  -3.01
H  4.32  0.24  -2.24
C  -5.09  -0.46  0.29
C  -6.23  0.31  -0.36
C  -6.98  -0.51  -1.43
O  -7.88  0.28  -2.14
C  -8.50  -0.27  -3.28
N  -7.25  0.69  0.69
H  -4.62  0.10  1.09
H  -4.34  -0.55  -0.50
H  -5.36  -1.48  0.58
H  -5.79  1.16  -0.87
H  -7.57  -1.32  -0.99
H  -6.26  -1.00  -2.07
H  -9.33  0.41  -3.48
H  -8.89  -1.28  -3.16
H  -7.81  -0.23  -4.12
H  -8.07  0.60  0.09
H  -7.47  0.00  1.39
C  3.26  -3.12  3.56
C  3.55  -4.13  2.44
C  5.02  -4.53  2.52
O  5.73  -3.44  1.98
C  5.88  -3.30  0.60
N  2.75  -5.28  2.67
H  2.95  -3.60  4.49
H  2.52  -2.38  3.26
H  4.17  -2.54  3.70
H  3.21  -3.78  1.46
H  5.36  -5.46  2.06
H  5.31  -4.73  3.55
H  6.75  -3.90  0.32
H  5.92  -2.24  0.33
H  5.00  -3.56  0.01
H  1.78  -5.06  2.81
H  2.79  -5.91  1.87
C  -1.08  -1.21  0.28
C  -0.17  -0.55  1.37
C  1.27  -0.36  0.84
O  1.68  -1.50  0.15
C  3.04  -1.50  -0.18
N  -0.67  0.76  1.72
H  -2.10  -1.44  0.60
H  -0.67  -2.14  -0.13
H  -1.19  -0.50  -0.54
H  -0.18  -1.20  2.25
H  1.96  -0.27  1.68
H  1.34  0.54  0.23
H  3.38  -0.59  -0.67
H  3.33  -2.29  -0.87
H  3.67  -1.66  0.69
H  -1.42  0.76  2.40
H  -1.11  1.16  0.90
C  -5.43  2.10  3.74
C  -4.82  1.38  4.93
C  -3.27  1.27  4.80
O  -2.79  0.43  3.72
C  -3.11  -0.94  3.70
N  -5.30  2.01  6.18
H  -5.31  1.48  2.84
H  -5.08  3.12  3.58
H  -6.50  2.12  3.93
H  -5.27  0.38  4.89
H  -2.83  0.81  5.68
H  -2.83  2.26  4.70
H  -4.18  -1.11  3.54
H  -2.68  -1.61  4.45
H  -2.64  -1.38  2.82
H  -6.31  1.96  6.22
H  -4.99  1.51  6.99
C  -2.48  5.24  -3.67
C  -2.25  3.71  -3.62
C  -1.49  3.38  -2.28
O  -1.53  2.03  -1.91
C  -0.68  1.23  -2.70
N  -3.64  3.18  -3.62
H  -3.14  5.49  -4.50
H  -1.54  5.74  -3.90
H  -2.71  5.72  -2.72
H  -1.71  3.42  -4.53
H  -1.97  3.98  -1.51
H  -0.50  3.82  -2.26
H  -0.93  0.20  -2.47
H  0.37  1.48  -2.54
H  -0.70  1.37  -3.79
H  -3.68  2.28  -3.17
H  -3.95  3.80  -2.87

Output
net charge	0
molecular weight	1158.79	g mol⁻¹
orbital gap	8.67	eV
highest occupied orbital energy	-8.4	eV

---

#B
Density functional theory data (wB97M-V/def2-TZVPD) for 13 unconnected molecules or ions with the total composition C52H143N13O13.

CARTESIAN COORDINATES (ANGSTROEM)
C  19.66  9.85  22.59
C  18.57  8.84  22.36
C  18.14  8.89  20.88
O  17.59  10.15  20.51
C  16.27  10.41  21.02
N  19.05  7.63  22.83
H  20.63  9.71  22.09
H  19.92  9.76  23.65
H  19.39  10.88  22.35
H  17.69  9.26  22.94
H  17.40  8.15  20.63
H  19.01  8.76  20.19
H  15.78  11.05  20.25
H  16.29  10.94  21.94
H  15.71  9.50  21.21
H  20.03  7.44  22.61
H  18.52  6.76  22.88
C  9.39  14.91  21.01
C  10.64  15.20  21.93
C  11.42  16.39  21.41
O  12.50  16.65  22.32
C  13.17  17.88  22.07
N  10.19  15.65  23.26
H  8.78  14.20  21.49
H  9.66  14.65  19.98
H  8.82  15.83  20.91
H  11.24  14.28  21.91
H  10.70  17.21  21.59
H  11.62  16.37  20.31
H  14.04  17.89  22.72
H  12.52  18.74  22.38
H  13.59  18.05  21.06
H  11.00  15.99  23.77
H  9.68  14.97  23.73
C  18.09  18.01  16.05
C  19.06  17.40  14.99
C  20.49  17.33  15.55
O  21.23  16.36  14.84
C  22.55  16.24  15.25
N  18.49  16.16  14.59
H  18.07  17.32  16.86
H  17.09  18.22  15.58
H  18.62  18.90  16.37
H  19.19  18.11  14.10
H  20.43  17.03  16.59
H  21.04  18.25  15.49
H  23.08  15.87  14.39
H  22.61  15.65  16.21
H  22.90  17.21  15.57
H  19.10  15.57  14.10
H  18.24  15.74  15.43
C  21.86  16.48  19.84
C  20.36  16.53  19.59
C  19.88  15.12  19.13
O  20.79  14.66  18.07
C  20.34  13.55  17.37
N  19.85  16.94  20.90
H  22.07  15.69  20.62
H  22.27  17.46  20.12
H  22.41  16.20  18.95
H  20.13  17.28  18.85
H  18.88  15.11  18.68
H  19.84  14.45  19.99
H  19.50  13.96  16.81
H  20.12  12.67  17.95
H  21.09  13.35  16.60
H  20.21  16.30  21.61
H  18.84  16.90  20.90
C  14.77  15.56  17.73
C  16.06  14.91  18.30
C  15.83  14.10  19.57
O  15.02  14.80  20.49
C  14.53  13.97  21.52
N  16.67  14.17  17.25
H  15.02  16.07  16.82
H  14.26  16.15  18.47
H  14.06  14.76  17.41
H  16.66  15.85  18.47
H  16.83  13.75  20.00
H  15.37  13.16  19.31
H  13.98  14.57  22.18
H  15.32  13.41  21.99
H  13.85  13.20  21.16
H  16.03  13.43  16.91
H  17.41  13.57  17.54
C  13.19  9.55  18.34
C  12.77  10.75  19.23
C  11.55  11.49  18.71
O  11.83  11.98  17.43
C  10.69  12.38  16.72
N  12.44  10.29  20.61
H  14.11  9.07  18.71
H  13.28  9.85  17.26
H  12.34  8.86  18.47
H  13.65  11.44  19.25
H  11.25  12.22  19.43
H  10.68  10.83  18.60
H  11.18  12.64  15.78
H  9.94  13.12  17.12
H  10.04  11.53  16.58
H  12.91  10.91  21.27
H  12.84  9.35  20.83
C  16.20  12.55  14.18
C  14.78  12.58  14.75
C  13.75  11.99  13.80
O  13.53  12.97  12.78
C  12.61  12.58  11.76
N  14.83  11.86  16.04
H  16.96  13.15  14.71
H  16.25  12.73  13.15
H  16.55  11.54  14.31
H  14.47  13.57  14.91
H  12.80  11.85  14.35
H  14.05  11.02  13.44
H  13.14  11.89  11.11
H  12.24  13.47  11.22
H  11.61  12.11  12.07
H  15.11  10.91  15.84
H  13.97  11.84  16.45
C  12.92  16.41  13.53
C  14.28  16.90  13.06
C  14.35  18.35  12.66
O  13.75  18.56  11.40
C  14.66  18.73  10.35
N  15.21  16.75  14.23
H  12.55  17.03  14.35
H  12.94  15.35  13.93
H  12.20  16.45  12.73
H  14.63  16.30  12.20
H  15.37  18.72  12.80
H  13.76  18.94  13.38
H  14.09  18.86  9.44
H  15.28  17.86  10.23
H  15.23  19.70  10.48
H  16.15  16.69  13.90
H  15.09  15.82  14.61
C  18.00  17.35  24.28
C  16.52  17.75  24.39
C  16.01  17.91  25.81
O  15.69  16.65  26.34
C  14.37  16.28  25.92
N  16.36  19.01  23.65
H  18.28  17.26  23.19
H  18.24  16.35  24.73
H  18.57  18.15  24.76
H  16.02  16.88  23.89
H  15.07  18.50  25.74
H  16.73  18.44  26.46
H  14.31  15.22  26.05
H  14.19  16.50  24.86
H  13.56  16.62  26.65
H  15.81  19.71  24.05
H  17.23  19.48  23.38
C  21.88  15.19  23.82
C  21.17  14.03  24.44
C  19.99  13.63  23.52
O  19.16  14.71  23.16
C  17.87  14.39  22.65
N  21.99  12.87  24.61
H  22.70  15.47  24.45
H  21.19  16.03  23.69
H  22.13  14.88  22.83
H  20.75  14.19  25.42
H  19.40  12.96  24.09
H  20.45  13.11  22.64
H  17.55  15.22  22.09
H  17.09  13.97  23.31
H  18.15  13.68  21.88
H  22.70  12.76  23.89
H  22.53  12.86  25.47
C  16.26  19.32  18.77
C  17.27  18.72  19.81
C  17.88  19.72  20.76
O  18.53  20.76  20.03
C  19.72  20.29  19.42
N  16.68  17.67  20.71
H  16.72  20.13  18.22
H  15.34  19.56  19.29
H  16.05  18.54  18.04
H  18.06  18.21  19.29
H  18.64  19.35  21.46
H  17.10  20.19  21.32
H  20.45  21.13  19.49
H  19.49  20.00  18.39
H  20.06  19.47  20.00
H  16.05  17.11  20.15
H  16.10  18.15  21.36
C  15.41  11.84  24.98
C  14.19  10.86  25.02
C  13.38  11.05  23.71
O  13.12  12.41  23.43
C  12.38  13.03  24.43
N  14.79  9.51  24.95
H  16.26  11.69  25.64
H  15.14  12.80  25.30
H  15.88  11.90  24.00
H  13.56  11.07  25.89
H  12.47  10.51  23.81
H  13.98  10.75  22.87
H  12.21  14.05  24.14
H  12.84  13.03  25.43
H  11.43  12.53  24.50
H  15.43  9.37  25.70
H  14.19  8.69  25.05
C  18.50  10.61  16.85
C  18.43  9.08  16.74
C  17.70  8.68  15.48
O  16.36  9.08  15.68
C  15.49  8.20  15.07
N  19.77  8.41  16.75
H  19.26  11.03  16.16
H  18.69  10.84  17.85
H  17.54  11.14  16.59
H  17.78  8.68  17.57
H  17.74  7.55  15.43
H  18.02  9.06  14.54
H  15.88  7.77  14.14
H  14.50  8.64  14.90
H  15.19  7.27  15.65
H  20.42  9.00  17.28
H  19.66  7.53  17.22

Output
net charge	0
molecular weight	1158.79	g mol⁻¹
orbital gap	9.32	eV
highest occupied orbital energy	-8.8	eV

---

We find #B to be the most stable, with the next structure 30.5 kcal/mol higher.

---

#A
Density functional theory data (wB97M-V/def2-TZVPD) for C2H4O2S in the gas phase.

CARTESIAN COORDINATES (ANGSTROEM)
C  -0.05  -1.15  -0.25
C  -0.65  0.95  0.09
O  -2.94  0.31  -0.74
O  -1.33  -1.54  0.26
S  -2.09  0.04  0.43
H  -0.01  -1.04  -1.40
H  0.80  -1.08  0.43
H  -0.01  1.05  0.96
H  -0.62  1.63  -0.77

Output
net charge	0
molecular weight	92.12	g mol⁻¹
orbital gap (alpha / beta)	8.10 / 8.09	eV
highest occupied orbital energy (alpha / beta)	-8.8 / -8.8	eV

---

#B
Density functional theory data (wB97M-V/def2-TZVPD) for C2H4O2S in the gas phase.

CARTESIAN COORDINATES (ANGSTROEM)
O  -0.16  -0.24  -2.17
C  -0.27  -0.48  -1.01
O  -0.61  -1.48  -0.51
C  -0.15  0.65  -0.03
S  0.51  0.73  1.64
H  -0.32  -1.42  0.38
H  0.41  1.51  -0.64
H  -1.19  1.12  0.16
H  1.72  -0.08  1.50

Output
net charge	0
molecular weight	92.12	g mol⁻¹
orbital gap	10.22	eV
highest occupied orbital energy	-9.9	eV
SMILES string	O=C(O)CS

---

We find #B to be the most stable, with the next structure 68.5 kcal/mol higher.